{"formula": "C51H113N5O8", "method": "the ωB97M-V functional and the def2-TZVPD basis", "multiplicity": 1, "relative_energy_kcal_mol": 21.00, "e_tot_ev": -78542.4468, "homo_energy_ev": -7.7, "species": ["C", "C", "C", "C", "C", "C", "C", "C", "C", "N", "O", "H", "H", "H", "H", "H", "H", "H", "H", "H", "H", "H", "H", "H", "H", "H", "H", "H", "H", "H", "C", "C", "C", "C", "C", "C", "C", "C", "C", "N", "O", "H", "H", "H", "H", "H", "H", "H", "H", "H", "H", "H", "H", "H", "H", "H", "H", "H", "H", "H", "C", "C", "C", "C", "C", "C", "C", "C", "C", "N", "O", "H", "H", "H", "H", "H", "H", "H", "H", "H", "H", "H", "H", "H", "H", "H", "H", "H", "H", "H", "C", "C", "C", "C", "C", "C", "C", "C", "C", "N", "O", "H", "H", "H", "H", "H", "H", "H", "H", "H", "H", "H", "H", "H", "H", "H", "H", "H", "H", "H", "C", "C", "C", "C", "C", "C", "C", "C", "C", "N", "O", "H", "H", "H", "H", "H", "H", "H", "H", "H", "H", "H", "H", "H", "H", "H", "H", "H", "H", "H", "C", "C", "O", "H", "H", "H", "H", "H", "H", "C", "C", "O", "H", "H", "H", "H", "H", "H", "C", "C", "O", "H", "H", "H", "H", "H", "H"], "xyz": [[2.960, -9.492, -9.342], [4.125, -8.516, -9.262], [3.891, -7.476, -10.344], [4.097, -7.932, -7.822], [5.383, -7.261, -7.390], [6.592, -8.210, -7.555], [6.728, -8.788, -8.991], [7.452, -7.690, -9.819], [7.680, -9.967, -8.798], [5.410, -9.233, -9.461], [5.457, -9.872, -10.718], [3.191, -10.330, -8.678], [2.081, -8.953, -8.983], [2.732, -9.929, -10.313], [3.665, -7.940, -11.301], [3.142, -6.749, -10.020], [4.780, -6.855, -10.495], [3.339, -7.150, -7.775], [3.963, -8.767, -7.129], [5.507, -6.498, -8.169], [5.384, -6.818, -6.396], [6.422, -9.059, -6.884], [7.515, -7.738, -7.220], [7.628, -8.064, -10.836], [8.462, -7.458, -9.484], [6.836, -6.812, -10.012], [7.377, -10.766, -8.124], [8.652, -9.563, -8.514], [7.844, -10.441, -9.773], [5.412, -10.797, -10.451], [-4.053, -8.661, -9.277], [-4.891, -7.400, -9.539], [-6.385, -7.736, -9.755], [-4.773, -6.403, -8.359], [-5.111, -4.954, -8.703], [-4.265, -4.482, -9.870], [-4.497, -5.364, -11.117], [-5.926, -5.074, -11.701], [-3.483, -4.933, -12.205], [-4.337, -6.787, -10.783], [-4.432, -7.645, -11.899], [-2.996, -8.436, -9.424], [-4.141, -8.847, -8.200], [-4.372, -9.540, -9.830], [-6.859, -8.003, -8.804], [-7.051, -6.934, -10.077], [-6.561, -8.531, -10.481], [-5.462, -6.672, -7.558], [-3.733, -6.524, -8.046], [-6.163, -4.733, -8.879], [-4.792, -4.421, -7.802], [-3.227, -4.528, -9.527], [-4.479, -3.426, -10.050], [-5.911, -4.092, -12.184], [-6.681, -5.017, -10.923], [-6.117, -5.788, -12.501], [-2.499, -5.209, -11.830], [-3.559, -3.870, -12.429], [-3.718, -5.440, -13.143], [-3.604, -7.432, -12.352], [0.229, -11.749, -4.581], [-0.373, -12.185, -5.932], [-1.893, -12.377, -5.782], [-0.078, -11.051, -6.909], [-0.283, -11.492, -8.383], [0.696, -12.638, -8.698], [0.488, -13.840, -7.782], [-0.737, -14.638, -8.286], [1.755, -14.694, -7.829], [0.289, -13.396, -6.395], [0.277, -14.443, -5.480], [-0.447, -11.033, -4.109], [0.433, -12.571, -3.892], [1.195, -11.237, -4.580], [-2.086, -13.096, -4.983], [-2.383, -11.457, -5.447], [-2.474, -12.660, -6.659], [-0.670, -10.133, -6.875], [0.951, -10.711, -6.769], [-1.310, -11.799, -8.582], [-0.026, -10.647, -9.025], [1.681, -12.175, -8.769], [0.441, -12.951, -9.715], [-0.735, -15.059, -9.293], [-1.646, -14.039, -8.218], [-0.854, -15.495, -7.618], [2.119, -14.736, -8.857], [1.594, -15.732, -7.527], [2.527, -14.346, -7.141], [1.164, -14.456, -5.099], [-1.860, -5.900, -15.825], [-1.092, -5.865, -17.175], [-0.285, -4.533, -17.243], [-0.032, -7.008, -17.103], [-0.583, -8.372, -17.499], [-1.138, -8.254, -18.929], [-2.232, -7.148, -19.092], [-2.324, -6.863, -20.591], [-3.553, -7.727, -18.536], [-1.861, -5.929, -18.398], [-2.932, -4.998, -18.364], [-1.134, -5.958, -15.021], [-2.440, -4.975, -15.816], [-2.585, -6.713, -15.863], [-0.945, -3.663, -17.330], [0.329, -4.331, -16.364], [0.337, -4.382, -18.129], [0.833, -6.726, -17.706], [0.306, -7.252, -16.093], [0.202, -9.126, -17.383], [-1.277, -8.777, -16.753], [-1.440, -9.212, -19.349], [-0.263, -7.900, -19.480], [-3.186, -6.239, -20.841], [-2.428, -7.788, -21.162], [-1.464, -6.348, -21.024], [-3.308, -7.976, -17.501], [-3.887, -8.651, -19.008], [-4.364, -7.001, -18.530], [-2.610, -4.324, -18.973], [-2.096, -7.680, -3.464], [-2.564, -6.791, -4.619], [-4.070, -7.083, -4.788], [-2.362, -5.334, -4.224], [-0.883, -4.883, -4.432], [-0.425, -5.193, -5.865], [-0.555, -6.705, -6.215], [-0.349, -6.756, -7.743], [0.527, -7.578, -5.585], [-1.899, -7.127, -5.876], [-2.211, -8.421, -6.337], [-2.895, -7.805, -2.730], [-1.905, -8.696, -3.819], [-1.199, -7.335, -2.948], [-4.240, -8.146, -4.944], [-4.594, -6.751, -3.888], [-4.543, -6.484, -5.569], [-3.010, -4.739, -4.870], [-2.538, -5.229, -3.155], [-0.844, -3.824, -4.169], [-0.176, -5.359, -3.750], [0.651, -4.995, -5.913], [-0.858, -4.479, -6.565], [-1.143, -6.245, -8.292], [-0.453, -7.803, -8.044], [0.631, -6.361, -8.004], [0.345, -8.650, -5.637], [0.692, -7.301, -4.538], [1.520, -7.424, -6.018], [-2.647, -8.280, -7.186], [-0.126, -9.065, -11.338], [-0.192, -8.417, -12.711], [-0.811, -7.155, -12.523], [0.379, -10.033, -11.375], [-1.171, -9.256, -11.083], [0.333, -8.437, -10.576], [-0.683, -9.033, -13.467], [0.775, -8.271, -13.213], [-0.351, -6.731, -11.789], [-2.776, -12.471, -12.228], [-2.292, -11.906, -13.544], [-0.956, -12.343, -13.846], [-3.662, -11.894, -11.966], [-2.027, -12.296, -11.454], [-2.889, -13.546, -12.354], [-2.321, -10.816, -13.629], [-2.960, -12.231, -14.348], [-0.922, -12.633, -14.759], [0.521, -3.904, -12.670], [0.158, -4.088, -11.204], [0.667, -5.304, -10.685], [0.079, -3.001, -13.098], [0.007, -4.722, -13.182], [1.592, -3.888, -12.862], [-0.908, -4.007, -11.001], [0.616, -3.229, -10.696], [1.588, -5.113, -10.487]], "atomic_forces_ev_per_a": [[0.152, -0.581, 0.563], [0.659, 0.022, -0.225], [0.779, 1.128, 0.104], [0.754, -0.306, 0.169], [1.291, -0.067, -1.847], [-1.599, -0.259, 0.372], [0.434, 1.112, 1.387], [-0.403, -0.953, -1.674], [0.387, -0.227, -1.615], [-0.189, -0.249, 1.258], [0.126, 0.106, 0.055], [-0.286, 0.048, 0.170], [-0.175, -0.223, 0.031], [0.241, 0.345, -0.208], [-0.242, 0.071, 0.047], [-0.445, -0.320, -0.246], [0.064, -0.142, -0.039], [-0.534, -0.514, 0.163], [-0.728, 0.073, -0.016], [0.309, 0.604, 0.549], [-0.325, 0.054, -0.032], [0.022, -0.042, 0.092], [0.099, 0.040, -0.289], [-0.117, -0.220, -0.002], [-0.248, 0.223, 0.547], [0.166, 0.207, 0.568], [-0.316, 0.339, 0.259], [-0.002, -0.139, 0.267], [0.075, -0.044, 0.018], [-0.022, -0.091, -0.356], [-0.276, 0.575, 1.096], [-1.109, 0.446, -1.752], [-0.700, -0.365, 0.469], [-0.252, -0.373, -1.166], [1.067, -0.021, 0.466], [-0.082, -0.570, 0.315], [-1.408, 0.844, -0.706], [1.031, 0.610, -0.025], [-0.477, -0.784, 0.468], [1.544, 1.082, 1.605], [-0.267, 0.323, -0.060], [0.001, -0.022, -0.421], [-0.311, -0.510, -0.053], [0.091, 0.062, -0.095], [0.260, -0.519, 0.034], [0.633, 0.443, -0.181], [0.266, -0.139, 0.101], [0.290, -0.595, 0.024], [0.010, 0.603, 0.478], [-0.102, -0.389, 0.152], [-0.326, 0.413, -0.082], [0.181, -0.140, -0.320], [-0.034, -0.071, -0.484], [0.003, 0.069, 0.053], [-0.196, -0.383, -0.196], [-0.370, -0.228, 0.293], [0.214, 0.065, -0.399], [0.056, 0.077, 0.312], [0.293, -0.121, -0.024], [0.090, -0.442, -0.046], [0.024, -0.008, 0.744], [-0.363, 0.526, 0.047], [-0.533, 0.325, 0.926], [-0.095, 0.064, -1.941], [1.154, -0.281, 0.737], [-1.296, 1.012, -0.733], [-0.018, -0.014, -0.022], [-0.292, -0.445, 0.601], [-0.058, -0.834, 0.016], [1.391, 0.936, -0.708], [-0.401, -0.471, 0.225], [-0.127, -0.170, 0.134], [-0.647, -0.147, -0.014], [0.020, 0.030, -0.883], [-0.008, -0.221, -0.175], [0.282, 0.175, 0.055], [0.516, -0.262, -0.256], [-0.377, -0.359, 1.130], [0.181, -0.224, -0.194], [-0.097, 0.137, 0.091], [-0.236, 0.019, -0.114], [0.298, -0.503, 0.545], [0.319, -0.292, -0.046], [0.621, 0.270, -0.133], [0.042, 0.059, 0.075], [-0.171, 0.070, 0.081], [0.201, 0.110, 0.049], [-0.321, 0.029, -0.024], [0.060, 0.463, -0.291], [-0.050, -0.008, -0.016], [-0.532, 0.653, -1.724], [1.869, 0.091, 1.238], [-0.445, 0.803, -0.001], [-0.569, -0.722, 0.037], [-0.303, -0.252, -0.480], [0.832, 0.778, 0.777], [-0.384, -1.408, -0.239], [-0.485, 0.187, -0.572], [0.423, 0.106, 0.507], [0.726, -0.109, -0.273], [0.170, -0.125, -0.167], [-0.309, -0.075, 0.259], [-0.039, -0.022, 0.541], [0.188, -0.201, 0.476], [-0.360, -0.185, 0.342], [-0.008, -0.330, 0.096], [0.156, -0.803, -0.037], [0.032, -0.253, -0.133], [0.145, 1.180, 0.218], [0.282, 0.132, -0.662], [-0.548, 0.561, -0.118], [-0.340, 0.149, -0.077], [-0.061, -0.159, -0.397], [-0.114, -0.056, 0.158], [-0.135, -0.092, 0.142], [0.259, -0.031, 0.456], [-0.399, -0.086, 0.090], [0.133, 0.084, -0.285], [0.052, 0.030, -0.102], [-0.257, 0.133, 0.037], [0.035, -0.852, 0.284], [-0.471, -1.153, 0.550], [-0.057, 0.680, 0.248], [1.668, -0.162, -0.657], [-0.688, -0.176, -0.368], [0.934, -0.094, 1.295], [-0.030, 0.763, -0.939], [-0.842, -0.912, 0.266], [0.905, 0.367, 0.897], [-0.713, 1.501, -0.991], [0.387, -0.200, 0.449], [0.076, 0.264, 0.147], [0.108, 0.038, -0.128], [0.019, 0.120, -0.104], [-0.122, 0.040, -0.053], [0.121, -0.275, 0.206], [0.353, -0.206, -0.303], [-0.062, 0.358, 0.336], [-0.710, 0.114, -0.106], [0.187, 0.114, -0.341], [-0.318, -0.251, 0.219], [0.058, 0.079, -0.066], [-0.477, -0.526, -0.293], [0.109, 0.359, 0.123], [0.472, -0.050, -0.212], [-0.022, -0.043, -0.127], [-0.373, 0.151, -0.054], [-0.285, -0.211, 0.124], [-0.134, 0.140, -0.383], [-0.064, 0.058, 0.068], [-0.344, -0.957, -0.788], [1.059, 0.387, 0.213], [-0.694, 0.078, -0.781], [0.084, 0.023, 0.089], [0.061, -0.008, 0.395], [0.064, 0.125, -0.132], [-0.812, 0.155, 0.380], [0.369, 0.061, 0.531], [0.130, 0.137, 0.065], [0.749, 0.725, -0.317], [0.209, -0.050, -1.044], [-0.143, -0.031, 0.286], [-0.311, -0.572, 0.198], [0.012, 0.012, 0.027], [-0.466, 0.035, 0.289], [0.041, 0.102, 0.566], [-0.079, -0.175, 0.055], [0.005, 0.030, -0.005], [-1.346, -0.514, -0.276], [0.806, 1.632, -0.182], [-0.033, -0.014, 0.167], [0.087, 0.176, 0.256], [0.517, -0.125, -0.404], [0.010, -0.204, 0.106], [-0.048, -0.347, -0.203], [-0.105, -0.188, 0.463], [0.077, -0.427, 0.020]], "mulliken_charge": [-1.9126, 1.8343, -1.4809, -0.3886, -1.2936, -1.2954, 1.3597, -1.6331, -1.9665, 0.5838, -0.5105, 0.7001, -0.2252, 0.6368, 0.4355, -0.0113, 0.3676, -0.0577, 0.3436, 0.3108, 0.4512, 0.4037, 0.4904, 0.4168, 0.4099, 0.2857, 0.3817, 0.4010, 0.4599, 0.3663, -2.1753, 1.9846, -1.8650, -0.4081, -1.3692, -0.8620, 1.7277, -1.9894, -2.2436, 0.9989, -0.6478, 0.2436, 0.5083, 0.5108, 0.4235, 0.3123, 0.3486, 0.6644, -0.3634, 0.4973, 0.4483, -0.1224, 0.6181, 0.4886, 0.2981, 0.3398, 0.0783, 0.5873, 0.6207, 0.3725, -1.6152, 1.5074, -1.6773, 0.4153, -0.0038, -1.4911, 1.9684, -1.9084, -1.8389, 0.5865, -0.5372, 0.1730, 0.4556, 0.3408, 0.4710, 0.1618, 0.2905, -0.7598, 0.4795, 0.6553, -0.6678, 0.0012, 0.5947, 0.4291, 0.3477, 0.3721, 0.4125, 0.3361, 0.4105, 0.3321, -1.4346, 1.7137, -2.0080, -1.0287, -0.6259, -1.3359, 1.4885, -1.9563, -1.5583, 0.4489, -0.5227, 0.0177, 0.4081, 0.3181, 0.4460, 0.3297, 0.4517, 0.4168, 0.1900, 0.4649, 0.2487, 0.5353, 0.3408, 0.4083, 0.3728, 0.4126, 0.2714, 0.4145, 0.3393, 0.3645, -1.5378, 1.2028, -1.8186, -1.1692, -0.8859, -1.2226, 1.8699, -1.5424, -1.4373, 1.1934, 0.1737, 0.5562, -0.0736, 0.3397, 0.3743, 0.5830, 0.0826, 0.3346, 0.4000, 0.4580, 0.3335, 0.4321, 0.3996, -0.1885, -0.2101, 0.7467, -0.0781, 0.4070, 0.3390, -0.3466, -0.4772, -0.3844, 0.5202, 0.4624, -0.1593, 0.0386, 0.2475, 0.3345, -0.4474, -0.6664, -0.0394, -0.5344, 0.2813, -0.0995, 0.3728, -0.0520, 0.5147, 0.2779, -0.6045, -0.2646, -0.1576, 0.4101, -0.1866, 0.4276, -0.0802, 0.4242, 0.0635]}